(1)
Here is a cluster of 2 separate species, C3H4S in total from the Open Molecules 2025 dataset. Energies are from ωB97M-V/def2-TZVPD.

Element x y z (Å)
C 1.316 0.549 -0.178
C -0.626 -2.444 0.164
C 0.698 1.566 -0.248
S -0.284 2.814 -0.626
H -0.990 -2.971 -0.616
H -1.502 -2.589 0.766
H 2.305 0.029 0.065
H -0.919 3.045 0.672

Highest occupied orbital energy (spin up / spin down), hartree: -0.32562 / -0.32518
Max |F|, eV/A: 4.6
M, g/mol: 72.132
Frontier orbital gap (spin up / spin down), eV: 7.82 / 7.81
Net charge: 0

Here are the natural (NBO) charges for atoms 1 to 2, given in e: atom 1 (C): -0.19, atom 2 (C): -0.10

---

(2)
Here is a cluster of 2 separate species, C3H4S2 in total from the Open Molecules 2025 dataset. Energies are from ωB97M-V/def2-TZVPD.

Element x y z (Å)
C -0.725 -1.229 -1.527
C -0.144 -0.645 -0.655
C 0.472 0.135 0.350
S -0.691 0.716 1.632
S 1.503 1.500 -0.261
H -1.221 -1.741 -2.297
H 1.507 -0.685 1.117
H -1.239 -0.475 1.859
H 0.537 2.423 -0.217

Highest occupied orbital energy, hartree: -0.34626
Max |F|, eV/A: 4.9
M, g/mol: 104.199
Frontier orbital gap, eV: 9.79
Net charge: 0

Here are the natural (NBO) charges for atoms 1 to 2, given in e: atom 1 (C): -0.18, atom 2 (C): -0.08

---

(3)
Here is a structure of composition C3H4S2 from the Open Molecules 2025 dataset. Energies are from ωB97M-V/def2-TZVPD.

Element x y z (Å)
C 1.252 0.451 -0.821
C 0.930 -0.393 0.138
C -1.026 -0.119 0.643
S -2.125 0.463 -0.518
S -2.300 -1.344 0.500
H 2.351 0.581 -1.035
H 0.472 1.052 -1.180
H 1.373 -1.186 0.833
H -0.927 0.495 1.440

Highest occupied orbital energy, hartree: -0.31128
Max |F|, eV/A: 5.6
M, g/mol: 104.199
Frontier orbital gap, eV: 8.43
Net charge: 0

Here are the natural (NBO) charges for atoms 1 to 2, given in e: atom 1 (C): -0.45, atom 2 (C): -0.13

---

(4)
Here is an isolated molecule of C3H4S2 from the Open Molecules 2025 dataset. Energies are from ωB97M-V/def2-TZVPD.

Element x y z (Å)
C 1.035 -1.220 0.312
C 1.151 0.273 0.355
C 0.521 -0.413 -0.792
S -2.769 0.342 -0.023
S -1.070 -1.060 -0.290
H 0.605 0.772 1.108
H 2.076 0.655 0.113
H 0.585 -0.080 -1.853
H -2.134 0.731 1.070

Highest occupied orbital energy, hartree: -0.32011
Max |F|, eV/A: 3.7
M, g/mol: 104.199
Frontier orbital gap, eV: 7.47
Net charge: 0

Here are the natural (NBO) charges for atoms 1 to 2, given in e: atom 1 (C): 0.10, atom 2 (C): -0.56

---

(5)
Here is an isolated molecule of C3H4S2 from the Open Molecules 2025 dataset. Energies are from ωB97M-V/def2-TZVPD.

Element x y z (Å)
C 1.003 0.774 -0.105
C 0.514 -0.579 0.127
S 1.113 -2.074 0.185
C -1.295 -0.519 0.065
S -2.750 0.397 0.075
H 2.018 1.015 0.088
H 0.436 1.142 0.691
H 0.535 1.303 -0.866
H -1.574 -1.459 -0.260

Highest occupied orbital energy, hartree: -0.32113
Max |F|, eV/A: 3.9
M, g/mol: 104.199
Frontier orbital gap, eV: 7.36
Net charge: 0

Here are the natural (NBO) charges for atoms 1 to 2, given in e: atom 1 (C): -0.71, atom 2 (C): -0.09

---

(6)
Here is a cluster of 2 separate species, C3H4S2 in total from the Open Molecules 2025 dataset. Energies are from ωB97M-V/def2-TZVPD.

Element x y z (Å)
C 1.297 1.188 0.672
C -1.305 -0.443 -0.476
C 0.034 -0.808 -0.027
S 2.521 1.000 1.626
S -0.067 -0.835 -1.752
H 0.870 2.057 0.212
H -2.135 -1.139 -0.390
H -1.591 0.599 -0.446
H 0.376 -1.619 0.581

Highest occupied orbital energy (spin up / spin down), hartree: -0.23421 / -0.35439
Max |F|, eV/A: 1.3
M, g/mol: 104.199
Frontier orbital gap (spin up / spin down), eV: 6.21 / 7.93
Multiplicity: 3
Net charge: 0

Here are the natural (NBO) charges for atoms 1 to 2, given in e: atom 1 (C): -0.55, atom 2 (C): -0.51

---

(7)
Here is an isolated molecule of C3H4Si from the Open Molecules 2025 dataset. Energies are from ωB97M-V/def2-TZVPD.

Element x y z (Å)
C -0.407 0.354 0.781
C 0.777 0.809 0.169
C -0.332 0.336 -0.808
Si 2.405 -0.069 0.002
H -0.353 -0.540 1.448
H 0.816 1.877 -0.056
H -0.771 1.181 -1.192
H -0.263 -0.819 -0.972

Highest occupied orbital energy (spin up / spin down), hartree: -0.31139 / -0.24563
Max |F|, eV/A: 6.7
M, g/mol: 68.151
Frontier orbital gap (spin up / spin down), eV: 7.92 / 5.75
Net charge: 0

Here are the natural (NBO) charges for atoms 1 to 2, given in e: atom 1 (C): -0.10, atom 2 (C): -0.92

---

(8)
Here is a cluster of 2 separate species, C3H5BN2O2 in total from the Open Molecules 2025 dataset. Energies are from ωB97M-V/def2-TZVPD.

Element x y z (Å)
B -1.010 -0.651 -0.078
C 2.136 1.022 -0.021
C 0.784 1.104 -0.045
C 1.453 -0.997 -0.042
N 2.525 -0.295 -0.019
N 0.307 -0.200 -0.057
O -2.968 1.216 -0.062
O -1.578 -1.810 -0.092
H 2.876 1.795 -0.006
H 0.108 1.933 -0.058
H 1.395 -2.067 -0.050
H -3.504 0.884 0.664
H -2.525 -1.934 -0.135

Highest occupied orbital energy (spin up / spin down), hartree: -0.33196 / -0.33194
Max |F|, eV/A: 2.8
M, g/mol: 111.897
Frontier orbital gap (spin up / spin down), eV: 8.41 / 8.40
Net charge: 0

Here are the natural (NBO) charges for atoms 1 to 2, given in e: atom 1 (B): 1.39, atom 2 (C): -0.09

---

(9)
Here is a cluster of 2 separate species, C3H5Br in total from the Open Molecules 2025 dataset. Energies are from ωB97M-V/def2-TZVPD.

Element x y z (Å)
C 2.894 -0.056 -0.053
C 3.261 1.146 0.196
C -0.556 0.736 -0.142
Br -1.048 -1.130 0.024
H 3.493 -0.726 0.672
H 2.084 -0.690 -0.524
H -1.091 1.152 -1.044
H -0.824 1.142 0.882
H 0.509 0.766 -0.476

Highest occupied orbital energy, hartree: -0.38184
Max |F|, eV/A: 2.6
M, g/mol: 120.977
Frontier orbital gap, eV: 9.93
Net charge: 0

Here are the natural (NBO) charges for atoms 1 to 2, given in e: atom 1 (C): -0.85, atom 2 (C): 0.22

---

(10)
Here is a cluster of 2 separate species, C3H5Br2NO2 in total from the Open Molecules 2025 dataset. Energies are from ωB97M-V/def2-TZVPD.

Element x y z (Å)
C 1.219 -0.026 -0.184
C 1.153 -0.239 1.279
N 0.522 -1.107 1.929
O -0.083 -2.102 1.692
Br -1.003 -2.596 -0.090
H 0.869 -0.913 -0.744
H 0.703 0.855 -0.442
H 2.205 0.235 -0.434
H 1.998 0.167 1.864
O -0.937 1.993 -1.932
C -1.708 1.322 -1.385
Br -2.803 2.099 0.039
H -2.135 0.313 -1.590

Highest occupied orbital energy (spin up / spin down), hartree: -0.36373 / -0.36373
Max |F|, eV/A: 4.8
M, g/mol: 246.886
Frontier orbital gap (spin up / spin down), eV: 8.40 / 8.38
Net charge: 0

Here are the natural (NBO) charges for atoms 1 to 2, given in e: atom 1 (C): -0.69, atom 2 (C): 0.00

---

(11)
Here is a cluster of 2 separate species, C3H5Br2P in total from the Open Molecules 2025 dataset. Energies are from ωB97M-V/def2-TZVPD.

Element x y z (Å)
C -0.819 -0.408 1.757
C 0.088 0.018 0.899
C -0.735 -0.006 -1.872
P 1.884 0.366 0.974
Br 1.877 2.268 -0.229
Br 2.466 -1.147 -0.671
H -0.540 -0.804 2.742
H -1.863 -0.367 1.470
H -1.842 -0.029 -1.662
H -0.128 -0.886 -1.743
H -0.388 0.996 -1.664

Highest occupied orbital energy (spin up / spin down), hartree: -0.32252 / -0.32732
Max |F|, eV/A: 2.6
M, g/mol: 231.855
Frontier orbital gap (spin up / spin down), eV: 8.42 / 7.78
Net charge: 0

Here are the natural (NBO) charges for atoms 1 to 2, given in e: atom 1 (C): -0.48, atom 2 (C): -0.29

---

(12)
Here is a structure of composition C3H5BrN2 from the Open Molecules 2025 dataset. Energies are from ωB97M-V/def2-TZVPD.

Element x y z (Å)
C 0.977 1.318 0.677
C -0.489 -0.871 0.023
C -0.395 1.011 0.741
N 2.086 1.523 0.529
N 0.483 -1.333 -0.892
Br -1.377 1.971 -0.744
H -0.274 -1.386 1.089
H -1.477 -0.964 -0.189
H -1.027 1.116 1.550
H 0.070 -1.331 -1.834
H 1.423 -1.054 -0.949

Highest occupied orbital energy, hartree: -0.33749
Max |F|, eV/A: 7.8
M, g/mol: 148.991
Frontier orbital gap, eV: 9.48
Net charge: 0

Here are the natural (NBO) charges for atoms 1 to 2, given in e: atom 1 (C): 0.21, atom 2 (C): -0.08

---

(13)
Here is a cluster of 2 separate species, C3H5BrN2 in total from the Open Molecules 2025 dataset. Energies are from ωB97M-V/def2-TZVPD.

Element x y z (Å)
N 0.736 -0.347 -1.823
C 0.691 -1.285 -0.763
C 0.606 -0.754 0.438
Br 0.675 -1.648 2.088
H 0.448 0.593 -1.614
H 0.238 -0.674 -2.652
H 0.540 -2.311 -1.074
H 0.298 0.268 0.554
C -1.447 2.067 1.643
N -1.040 1.816 0.591
H -1.745 2.274 2.613

Highest occupied orbital energy, hartree: -0.29431
Max |F|, eV/A: 3.0
M, g/mol: 148.991
Frontier orbital gap, eV: 8.87
Net charge: 0

Here are the natural (NBO) charges for atoms 1 to 2, given in e: atom 1 (N): -0.81, atom 2 (C): -0.02

---

(14)
Here is a structure of composition C3H5BrN2 from the Open Molecules 2025 dataset. Energies are from ωB97M-V/def2-TZVPD.

Element x y z (Å)
C -0.517 0.073 0.045
C -1.658 0.749 -0.029
C 0.154 -1.163 0.075
N 0.101 1.371 0.189
N -1.186 2.105 -0.036
Br -4.011 -0.085 0.031
H 0.424 -1.430 1.131
H -0.495 -2.013 -0.415
H 1.031 -0.884 -0.615
H 0.686 1.566 -0.612
H -1.324 2.612 0.794

Highest occupied orbital energy, hartree: -0.34021
Max |F|, eV/A: 3.9
M, g/mol: 148.991
Frontier orbital gap, eV: 8.31
Net charge: 0

Here are the natural (NBO) charges for atoms 1 to 2, given in e: atom 1 (C): -0.02, atom 2 (C): 0.30

---

(15)
Here is an isolated molecule of C3H5BrNO2P from the Open Molecules 2025 dataset. Energies are from ωB97M-V/def2-TZVPD.

Element x y z (Å)
C -2.148 1.254 0.428
O -0.992 0.518 0.387
C 0.119 1.042 -0.112
O 0.184 2.205 -0.496
C 1.107 -0.021 -0.135
Br 2.981 0.757 -0.317
N 0.934 -1.274 -0.093
P 1.839 -2.572 0.175
H -2.998 0.433 0.632
H -2.459 1.567 -0.667
H -2.201 2.021 1.246
H 0.893 -3.457 -0.195
H 2.741 -2.476 -0.854

Highest occupied orbital energy, hartree: -0.34791
Max |F|, eV/A: 5.4
M, g/mol: 197.956
Frontier orbital gap, eV: 8.75
Net charge: 0

Here are the natural (NBO) charges for atoms 1 to 2, given in e: atom 1 (C): -0.27, atom 2 (O): -0.49

---

(16)
Here is an isolated molecule of C3H5BrO from the Open Molecules 2025 dataset. Energies are from ωB97M-V/def2-TZVPD.

Element x y z (Å)
C 0.430 -1.012 -0.465
C -0.393 -0.080 0.394
Br -2.210 -0.175 -0.126
C 0.132 1.333 0.232
O 0.933 1.757 -0.538
H 0.022 -1.932 -0.424
H 1.399 -1.031 -0.171
H 0.197 -0.625 -1.424
H -0.113 -0.197 1.634
H -0.396 1.963 0.888

Highest occupied orbital energy, hartree: -0.36829
Max |F|, eV/A: 4.5
M, g/mol: 136.976
Frontier orbital gap, eV: 10.54
Net charge: 0

Here are the natural (NBO) charges for atoms 1 to 2, given in e: atom 1 (C): -0.62, atom 2 (C): -0.36

---

(17)
Here is an isolated molecule of C3H5BrO2 from the Open Molecules 2025 dataset. Energies are from ωB97M-V/def2-TZVPD.

Element x y z (Å)
C 0.756 -0.357 -0.097
C -0.726 -0.655 -0.069
O -1.139 -0.076 -1.298
C -1.721 0.406 -0.184
O -1.564 1.709 0.093
Br -3.679 -0.316 0.063
H 0.790 0.705 -0.280
H 1.443 -0.846 -0.798
H 1.251 -0.643 0.929
H -0.995 -1.711 0.112
H -2.036 2.130 -0.644

Highest occupied orbital energy, hartree: -0.37939
Max |F|, eV/A: 4.0
M, g/mol: 152.975
Frontier orbital gap, eV: 10.95
Net charge: 0

Here are the natural (NBO) charges for atoms 1 to 2, given in e: atom 1 (C): -0.64, atom 2 (C): 0.02

---

(18)
Here is a cluster of 2 separate species, C3H5BrS in total from the Open Molecules 2025 dataset. Energies are from ωB97M-V/def2-TZVPD.

Element x y z (Å)
C -1.160 0.809 1.047
C -1.487 -0.356 0.522
C 0.622 -1.038 -1.382
S 1.508 0.354 -0.935
Br -2.265 -1.804 1.316
H -1.557 1.396 1.745
H -0.438 1.343 0.523
H 0.658 -1.803 -0.630
H 0.072 -1.162 -2.239
H 1.541 -0.073 0.385

Highest occupied orbital energy (spin up / spin down), hartree: -0.31808 / -0.27550
Max |F|, eV/A: 4.3
M, g/mol: 153.044
Frontier orbital gap (spin up / spin down), eV: 8.82 / 6.86
Net charge: 0

Here are the natural (NBO) charges for atoms 1 to 2, given in e: atom 1 (C): -0.54, atom 2 (C): -0.08

---

(19)
Here is an isolated molecule of C3H5BrS from the Open Molecules 2025 dataset. Energies are from ωB97M-V/def2-TZVPD.

Element x y z (Å)
C -0.936 0.831 0.691
C 0.203 -1.762 -0.273
C 0.383 0.799 0.463
S 1.215 -0.774 0.566
Br 3.677 0.183 -0.076
H -1.665 0.003 0.707
H -1.356 1.838 0.994
H -0.372 -1.330 -1.193
H 0.181 -2.833 -0.174
H 0.957 1.684 0.379

Highest occupied orbital energy (spin up / spin down), hartree: -0.31714 / -0.31698
Max |F|, eV/A: 2.9
M, g/mol: 153.044
Frontier orbital gap (spin up / spin down), eV: 7.19 / 7.18
Net charge: 0

Here are the natural (NBO) charges for atoms 1 to 2, given in e: atom 1 (C): -0.34, atom 2 (C): -0.67

---

(20)
Here is a structure of composition C3H5CaO3 from the Open Molecules 2025 dataset. Energies are from ωB97M-V/def2-TZVPD.

Element x y z (Å)
H -4.748 -2.103 0.864
O -0.128 0.906 0.479
C -0.279 -0.272 -0.020
C 1.212 1.425 0.216
O -3.917 -2.445 0.537
O 0.766 -0.686 -0.649
C 1.845 0.296 -0.590
Ca -2.324 -1.474 0.036
H 1.688 1.606 1.183
H 1.095 2.360 -0.339
H 2.696 -0.182 -0.098
H 2.094 0.568 -1.619

Highest occupied orbital energy, hartree: -0.50371
Max |F|, eV/A: 1.0
M, g/mol: 129.148
Frontier orbital gap, eV: 9.57
Net charge: +1

Here are the natural (NBO) charges for atoms 1 to 2, given in e: atom 1 (H): 0.48, atom 2 (O): -0.44